a) # C6H7I

A cluster of 2 separate species, C6H7I in total (the ωB97M-V functional and the def2-TZVPD basis, OMol25).

Each atom is followed by the atoms it is bonded to, with distances in Å.
Geometry (Å):
1 C -0.538 -0.816 -1.492  C2 1.312, H4 1.053, H5 1.045
2 C -0.185 -1.568 -0.476  C1 1.312, C3 1.280
3 C -0.238 -2.576 0.310  C2 1.280, H6 1.143, H7 1.085
4 H -1.541 -0.510 -1.592  C1 1.053
5 H 0.242 -0.499 -2.111  C1 1.045
6 H -0.418 -3.577 -0.211  C3 1.143
7 H 0.153 -2.617 1.322  C3 1.085
8 C -0.549 2.349 0.606  C9 1.422, H12 1.023, H13 1.144, H14 1.047
9 C 0.633 1.625 0.921  C8 1.422, C10 1.225
10 C 1.469 0.763 0.677  C9 1.225, I11 2.127
11 I 3.214 -0.362 0.211  C10 2.127
12 H -0.787 2.188 -0.375  C8 1.023
13 H -0.203 3.413 0.844  C8 1.144
14 H -1.251 2.186 1.366  C8 1.047

* gap between HOMO and LUMO: 9.1 eV
* total charge: 0
* highest occupied orbital energy: -9.04 eV
* M: 206.0 g/mol
* E_LUMO: 0.00346 Ha
* multiplicity: 1

Here are the Löwdin charges for atoms 1 to 8, given in e: 0.00 -0.25 -0.03 0.05 0.04 0.10 0.05 -0.11

---

b) # C6H7I

An isolated molecule of C6H7I (the ωB97M-V functional and the def2-TZVPD basis, OMol25).

Each atom is followed by the atoms it is bonded to, with distances in Å.
Geometry (Å):
1 C -0.015 -0.054 -0.083  C2 1.476, C3 1.288, H8 1.094
2 C 1.403 -0.463 -0.055  C1 1.476, C4 1.323, C5 1.514
3 C -0.524 1.128 -0.028  C1 1.288, C6 1.430
4 C 2.331 0.481 -0.062  C2 1.323, I7 2.081
5 C 1.650 -1.954 0.013  C2 1.514, H9 1.089, H10 1.091, H11 1.089
6 C -1.371 2.280 0.017  C3 1.430, H12 1.094, H13 1.092, H14 1.095
7 I 4.390 0.186 0.002  C4 2.081
8 H -0.693 -0.910 -0.151  C1 1.094
9 H 0.800 -2.520 -0.363  C5 1.089
10 H 1.837 -2.251 1.046  C5 1.091
11 H 2.529 -2.215 -0.575  C5 1.089
12 H -0.808 3.178 -0.256  C6 1.094
13 H -1.784 2.425 1.017  C6 1.092
14 H -2.189 2.182 -0.704  C6 1.095

* gap between HOMO and LUMO (spin up / spin down): 9.0 / 6.5 eV
* total charge: 0
* highest occupied orbital energy (spin up / spin down): -8.39 / -7.50 eV
* M: 206.0 g/mol
* E_LUMO (spin up / spin down): 0.02089 / -0.03598 Ha
* multiplicity: 1

Here are the Löwdin charges for atoms 1 to 8, given in e: -0.15 -0.47 -0.02 -0.49 -0.09 -0.11 0.78 0.10

---

Short version: a) is the most stable of them.